one.
Computed, not measured: a single C3H4N2O molecule, with ωB97M-V/def2-TZVPD.

The geometry in XYZ format:
```
10
Properties=species:S:1:pos:R:3
O 2.23535 -0.34769 -0.02019
N 0.93320 -0.14867 -0.16162
C 0.00968 0.87693 -0.19931
C -1.32525 0.38460 -0.11814
C -1.09191 -1.02262 -0.03604
N 0.21689 -1.23783 -0.19794
H 2.75342 0.45059 0.25941
H 0.32809 1.98145 -0.05196
H -2.27611 0.95155 0.36020
H -1.78338 -1.88831 0.16559
```

## Properties
highest occupied orbital energy	-9.2	eV
SMILES	On1cccn1

two.
Computed, not measured: a single C3H4N2O molecule, with ωB97M-V/def2-TZVPD.

The geometry in XYZ format:
```
10
Properties=species:S:1:pos:R:3
O 2.24451 0.02490 -0.31462
C 0.89755 -0.04544 -0.28032
C 0.02214 1.05922 -0.19471
C -1.22663 0.48157 -0.19607
N -1.04155 -0.85303 -0.27607
N 0.26216 -1.20077 -0.32897
H 2.56887 -0.88252 -0.40543
H 0.27936 2.10614 -0.14390
H -2.21551 0.91664 -0.14896
H -1.73887 -1.57747 -0.30034
```

## Properties
highest occupied orbital energy	-8.9	eV
SMILES	Oc1cc[nH]n1

three.
Computed, not measured: a single C3H4N2O molecule, with ωB97M-V/def2-TZVPD.

The geometry in XYZ format:
```
10
Properties=species:S:1:pos:R:3
O 2.30388 -0.38053 -0.03921
C 0.94030 -0.31743 -0.06168
C -0.14317 -1.16918 -0.17631
N -1.34634 -0.23836 0.02493
C -0.78087 0.97082 0.14997
N 0.51388 0.96669 0.11484
H 2.49882 0.56477 0.15485
H -0.33055 -2.21580 -0.39725
H -2.38819 -0.23252 -0.00582
H -1.26750 1.92898 0.24386
```

## Properties
highest occupied orbital energy	-8.7	eV
SMILES	Oc1c[nH]cn1

four.
Computed, not measured: a single C3H4N2O molecule, with ωB97M-V/def2-TZVPD.

The geometry in XYZ format:
```
10
Properties=species:S:1:pos:R:3
O -1.64190 0.37433 1.55119
C -0.69024 0.16671 0.62700
C 0.31211 -0.86180 0.67053
C 1.13850 -0.46797 -0.37036
N 0.62081 0.60828 -0.97736
N -0.53735 1.00688 -0.37177
H -2.12019 1.17183 1.27237
H 0.12828 -1.84633 0.22356
H 2.05316 -0.96611 -0.66984
H 0.73682 0.81420 -1.95529
```

## Properties
highest occupied orbital energy	-8.9	eV
SMILES	Oc1cc[nH]n1

Which one is the least stable? From the structures above, one.